# 1
The following is a quantum chemistry calculation of a single C6H13N molecule in a non-equilibrium geometry, from OMol25.

Positions of all 20 atoms, in Å:
C 2.55628 -0.68788 0.26774
C 1.27412 -0.73158 0.73894
C 0.01984 0.09679 -0.38023
C -2.13931 -0.93249 -0.72422
C -1.28279 -0.00763 0.06319
C -1.87565 1.21973 0.68621
N 3.22722 0.52248 -0.09280
H 2.90069 -1.48728 -0.38735
H -2.27396 -0.60711 -1.75378
H 0.88845 -1.72753 0.90306
H 1.09581 -0.13966 1.63794
H 0.31730 -0.35034 -1.32157
H 0.50195 1.07420 -0.46115
H -3.16759 -1.06722 -0.38265
H -1.71756 -1.92540 -0.88197
H -1.93601 2.02085 -0.06375
H -1.29405 1.60577 1.51686
H -2.88795 1.08816 1.05185
H 2.82013 0.78599 -0.99227
H 2.97306 1.25015 0.57594

Summary:
total charge = 0
ΔE to the lowest compared entry with this formula, charge and spin = 4.055 eV
LUMO energy = -0.002 hartree
HOMO-LUMO gap = 6.59 eV

***

# 2
The following is a quantum chemistry calculation of a 2-piece molecular cluster, C6H13N overall, from OMol25.

Positions of all 20 atoms, in Å:
C 2.96074 -0.16132 -0.20873
C 1.61678 -0.89115 -0.27581
C 0.54037 -0.15537 0.46199
N -0.62005 0.03512 -0.06293
C -1.49848 -0.00816 -1.09017
C -1.94944 0.54714 0.22024
C -2.76348 -0.19320 1.25961
H 3.27796 -0.00922 0.82961
H 2.89216 0.82217 -0.68550
H 3.74367 -0.73358 -0.71662
H 1.29859 -1.00438 -1.32025
H 1.73274 -1.90760 0.12833
H 0.71536 2.09028 -1.51296
H 0.71946 0.27345 1.44500
H -1.80234 -0.94892 -1.53873
H 0.10467 1.74560 -1.78147
H -2.00676 1.63720 0.29870
H -3.82494 0.02557 1.09896
H -2.62464 -1.27558 1.16842
H -2.51238 0.11197 2.28232

Summary:
total charge = 0
ΔE to the lowest compared entry with this formula, charge and spin = 4.193 eV
LUMO energy (spin up / spin down) = 0.041 / 0.041 hartree
HOMO-LUMO gap (spin up / spin down) = 8.26 / 8.26 eV

***

# 3
The following is a quantum chemistry calculation of a 2-piece molecular cluster, C6H13N overall, from OMol25.

Positions of all 20 atoms, in Å:
C 2.40351 -0.87680 0.89263
C 1.14890 -0.03929 0.97818
N 0.54476 0.46317 -0.25991
C 0.78333 1.26604 -1.25812
C -0.12296 -0.47651 0.38284
C -2.46879 1.42002 -0.23213
C -0.72364 -1.74849 -0.09701
H 3.32447 -0.28962 0.83273
H 2.44649 -1.48777 1.80175
H 2.35195 -1.55689 0.03604
H 1.12125 0.67467 1.80844
H 0.11326 1.26216 -2.11015
H -1.74357 2.21719 -0.41389
H 1.58689 1.98538 -1.17122
H -2.06430 0.75111 0.52954
H -3.41842 1.84028 0.09989
H -2.61287 0.85442 -1.15842
H 0.00147 -2.37939 -0.63729
H -1.56379 -1.55390 -0.77268
H -1.10795 -2.32579 0.74876

Summary:
total charge = 0
ΔE to the lowest compared entry with this formula, charge and spin = 3.622 eV
LUMO energy (spin up / spin down) = 0.034 / 0.034 hartree
HOMO-LUMO gap (spin up / spin down) = 7.74 / 7.74 eV

***

# 4
The following is a quantum chemistry calculation of a 2-piece molecular cluster, C6H13N overall in a non-equilibrium geometry, from OMol25.

Positions of all 20 atoms, in Å:
C -0.20690 -1.27782 0.17670
C -1.10337 -0.44151 -0.71068
C -1.82722 0.64498 -0.07538
C -3.09215 1.05121 -0.38782
C 0.94776 -0.47441 0.76934
N 2.00348 -0.50061 -0.27924
C 2.91976 0.65672 0.01050
H 0.17980 -2.08270 -0.46994
H -0.68567 -1.86383 0.99636
H -2.77790 -0.96595 0.04028
H -0.83319 -0.47838 -1.75260
H -1.33548 1.20431 0.75573
H -3.56653 1.90581 0.09574
H -3.63284 0.50219 -1.14152
H 0.55271 0.51143 1.05370
H 1.45419 -0.85491 1.64556
H 1.61607 -0.30930 -1.18448
H 3.80356 0.68951 -0.62592
H 3.24826 0.50214 1.04688
H 2.33565 1.58111 0.03682

Summary:
total charge = 0
ΔE to the lowest compared entry with this formula, charge and spin = 5.990 eV
LUMO energy = -0.015 hartree
HOMO-LUMO gap = 7.13 eV

***

# 5
The following is a quantum chemistry calculation of a single C6H13N molecule in a non-equilibrium geometry, from OMol25.

Positions of all 20 atoms, in Å:
C -3.22236 -0.26950 0.08880
C -1.72599 -0.21841 0.13738
C -1.04447 0.93326 0.04249
N 0.32792 1.03778 0.01751
C 1.14247 -0.14276 -0.17706
C 2.27916 0.14609 -1.15037
C 1.67524 -0.65520 1.16246
H -3.64034 -0.51211 1.06457
H -3.63317 0.68788 -0.22718
H -3.55644 -1.03707 -0.60766
H -1.26677 -1.12854 0.49130
H -1.56223 1.85918 -0.18082
H 0.69451 1.88265 -0.39155
H 0.40905 -0.91721 -0.58334
H 2.89004 -0.74352 -1.30149
H 2.92645 0.93266 -0.75469
H 1.89049 0.47045 -2.11449
H 2.27248 -1.55471 1.02058
H 2.29802 0.11330 1.63486
H 0.84592 -0.88424 1.82869

Summary:
total charge = 0
ΔE to the lowest compared entry with this formula, charge and spin = 0.460 eV
LUMO energy = 0.041 hartree
structure (SMILES) = C/C=C/NC(C)C
HOMO-LUMO gap = 8.75 eV

***

# 6
The following is a quantum chemistry calculation of a single C6H13N molecule in a non-equilibrium geometry, from OMol25.

Positions of all 20 atoms, in Å:
C -2.38880 -1.56527 -1.43255
C -1.64707 -0.83922 -0.59784
C -0.62218 0.14969 -1.11373
C -0.21218 1.22179 -0.07217
C 0.36510 0.85117 1.29094
C 1.33298 -0.33940 1.24641
N 2.60442 0.06375 0.66900
H -3.22768 -2.12539 -1.03985
H -2.09783 -1.60647 -2.47370
H -1.98941 -0.55049 0.39337
H -0.78849 0.72000 -2.02784
H 0.30081 -0.42017 -1.31435
H 0.54718 1.78542 -0.62940
H -0.99583 1.97939 0.03371
H -0.43171 0.65149 2.00303
H 1.02664 1.68565 1.53798
H 0.98156 -1.21179 0.66852
H 1.39842 -0.72665 2.26431
H 2.60437 0.93732 0.16350
H 3.23970 -0.66081 0.43065

Summary:
total charge = 0
ΔE to the lowest compared entry with this formula, charge and spin = 1.411 eV
LUMO energy = 0.042 hartree
structure (SMILES) = C=CCCCCN
HOMO-LUMO gap = 9.81 eV